No. 1
One molecule with the formula C5H11NO2 in a non-equilibrium geometry, computed with ωB97M-V with the def2-TZVPD basis set.

Computed properties:
Calculated total energy = -10948.60256 eV
Max |F| = 2.0 eV/A
M = 117.1 g mol⁻¹
HOMO level = -9.61 eV
Orbital gap = 10.276 eV
SMILES = CCC[C@@H](N)C(=O)O

Structure (ORCA input):
```
! RIJCOSX wB97M-V def2-TZVPD def2/J DEFGRID3
* xyz 0 1
O 2.218 -0.838 -2.003
C 1.234 -0.978 -1.331
O 0.775 -2.171 -0.940
C 0.382 0.217 -0.815
C 0.546 0.277 0.706
C -0.734 0.615 1.488
C -2.037 -0.080 1.089
N 0.873 1.435 -1.431
H 1.336 -2.945 -0.986
H -0.650 -0.080 -1.008
H 0.885 -0.717 1.047
H 1.334 0.930 1.068
H -0.541 0.549 2.564
H -0.839 1.696 1.340
H -1.937 -1.126 0.807
H -2.555 0.478 0.311
H -2.657 -0.143 1.982
H 0.489 1.487 -2.356
H 1.879 1.396 -1.533
*
```

No. 2
One molecule with the formula C5H11NO2 in a non-equilibrium geometry, computed with ωB97M-V with the def2-TZVPD basis set.

Computed properties:
Calculated total energy = -10947.65430 eV
Max |F| = 6.2 eV/A
M = 117.1 g mol⁻¹
HOMO level = -9.75 eV
Orbital gap = 10.439 eV
SMILES = CNC(=O)C[C@@H](C)O

Structure (ORCA input):
```
! RIJCOSX wB97M-V def2-TZVPD def2/J DEFGRID3
* xyz 0 1
C 0.266 -0.168 0.038
C 1.294 0.923 -0.192
C 2.501 0.701 0.758
O 1.857 0.841 -1.468
C -0.804 -0.314 -1.032
N -2.055 -0.641 -0.599
C -2.469 -1.051 0.725
O -0.624 0.001 -2.156
H 0.681 -1.291 0.015
H -0.186 -0.101 1.001
H 0.693 1.928 -0.184
H 3.250 0.101 0.441
H 2.997 1.681 1.005
H 2.074 0.355 1.756
H 1.106 0.727 -2.087
H -2.877 -0.346 -1.243
H -1.939 -2.005 0.879
H -3.558 -0.993 0.810
H -2.205 -0.348 1.531
*
```

No. 3
A 2-piece molecular cluster, C5H11NO2 overall in a non-equilibrium geometry, computed with ωB97M-V with the def2-TZVPD basis set.

Computed properties:
Calculated total energy = -10947.36285 eV
Max |F| = 1.4 eV/A
M = 117.1 g mol⁻¹
HOMO level = -8.64 eV
Orbital gap = 9.281 eV
SMILES = N/C=C/CCC=O.O

Structure (ORCA input):
```
! RIJCOSX wB97M-V def2-TZVPD def2/J DEFGRID3
* xyz 0 1
O -0.380 1.715 -2.738
C 0.207 1.704 -1.696
C -0.375 2.285 -0.417
C 0.283 1.711 0.824
C 0.201 0.183 0.813
C 1.238 -0.580 1.106
N 1.298 -1.980 0.996
H 1.223 1.291 -1.573
H -1.422 1.975 -0.456
H -0.419 3.364 -0.476
H -0.161 2.055 1.770
H 1.350 1.990 0.895
H -0.753 -0.184 0.452
H 2.155 -0.136 1.453
H 2.021 -2.361 1.592
H 0.459 -2.468 1.285
H -2.074 -3.558 -2.015
H -2.361 -3.126 -0.611
O -2.490 -3.879 -1.205
*
```

No. 4
One molecule with the formula C5H11NO2 in a non-equilibrium geometry, computed with ωB97M-V with the def2-TZVPD basis set.

Computed properties:
Calculated total energy = -10947.47474 eV
Max |F| = 1.2 eV/A
M = 117.1 g mol⁻¹
HOMO level = -9.13 eV
Orbital gap = 9.838 eV
SMILES = C[C@@]1(CN)CC1(O)O

Structure (ORCA input):
```
! RIJCOSX wB97M-V def2-TZVPD def2/J DEFGRID3
* xyz 0 1
C -1.323 -0.228 -0.368
C 0.126 -0.144 0.062
C -0.328 0.380 -1.292
C 0.506 0.856 1.131
C 0.968 -1.403 0.051
N 1.764 1.513 0.795
O -2.267 0.663 0.205
O -1.856 -1.487 -0.750
H -2.593 0.301 1.046
H -2.640 -1.347 -1.305
H 1.647 2.020 -0.080
H 2.482 0.812 0.626
H -0.052 -0.177 -2.180
H -0.375 1.452 -1.448
H -0.257 1.630 1.262
H 0.605 0.350 2.098
H 0.390 -2.295 -0.206
H 1.421 -1.587 1.031
H 1.780 -1.308 -0.678
*
```

No. 5
A 2-piece molecular cluster, C5H11NO2 overall in a non-equilibrium geometry, computed with ωB97M-V with the def2-TZVPD basis set.

Computed properties:
Calculated total energy = -10934.41561 eV
Max |F| = 3.1 eV/A
M = 117.1 g mol⁻¹
⟨S²⟩ = 0.822
HOMO level (spin up / spin down) = -13.94 / -14.07 eV
Orbital gap (spin up / spin down) = 5.739 / 6.275 eV

Structure (ORCA input):
```
! RIJCOSX wB97M-V def2-TZVPD def2/J DEFGRID3
* xyz 1 2
C -0.191 0.422 -0.307
N 0.419 1.616 0.240
C 1.805 1.676 -0.156
O 1.915 1.603 -1.663
C -1.406 -0.108 0.640
C -1.806 -1.463 0.356
C -0.932 -2.521 0.742
O 0.211 -2.377 1.275
H 0.570 -0.382 -0.367
H -0.669 0.550 -1.281
H -0.059 2.455 -0.044
H 2.155 2.679 0.086
H 2.415 0.911 0.331
H 2.853 1.747 -1.911
H -2.271 0.547 0.500
H -0.997 0.032 1.650
H -2.793 -1.718 -0.042
H 0.154 -2.133 -0.738
H -1.374 -3.534 0.689
*
```

No. 6
One molecule with the formula C5H11NO2S in a non-equilibrium geometry, computed with ωB97M-V with the def2-TZVPD basis set.

Computed properties:
Calculated total energy = -21779.91467 eV
Max |F| = 5.8 eV/A
M = 149.2 g mol⁻¹
HOMO level = -9.07 eV
Orbital gap = 9.874 eV

Structure (ORCA input):
```
! RIJCOSX wB97M-V def2-TZVPD def2/J DEFGRID3
* xyz 0 1
C 0.795 -1.426 1.140
C 1.556 -1.317 2.213
C 0.587 0.630 -2.173
C -1.738 0.261 -1.221
C -0.239 -0.342 -1.113
N 0.215 -0.054 0.264
O 1.001 1.735 1.766
O -1.380 0.722 1.886
S -0.102 1.355 0.913
H 0.871 -2.288 0.542
H 1.829 -0.446 2.671
H 2.061 -2.297 2.532
H -1.334 1.182 2.790
H 0.365 0.323 -3.266
H 0.350 1.738 -2.008
H 1.724 0.532 -2.031
H -2.266 0.092 -0.241
H -2.276 -0.270 -1.967
H -1.837 1.359 -1.430
H -0.182 -1.488 -1.266
*
```

No. 7
One molecule with the formula C5H11NO3 in a non-equilibrium geometry, computed with ωB97M-V with the def2-TZVPD basis set.

Computed properties:
Calculated total energy = -12991.14117 eV
Max |F| = 2.8 eV/A
M = 133.1 g mol⁻¹
HOMO level (spin up / spin down) = -8.74 / -9.22 eV
Orbital gap (spin up / spin down) = 7.438 / 9.019 eV

Structure (ORCA input):
```
! RIJCOSX wB97M-V def2-TZVPD def2/J DEFGRID3
* xyz 0 1
C 1.345 -0.702 1.195
C 0.701 -0.617 -0.174
O 2.446 0.699 -0.722
O 0.192 -1.848 -0.584
N 1.418 -0.004 -1.206
H 2.727 1.261 -1.465
H 0.920 -2.406 -0.891
H 0.651 -1.193 1.876
H 2.268 -1.288 1.157
H 1.578 0.294 1.568
C -1.645 0.175 -1.267
C -1.419 0.721 1.185
C -0.696 0.670 -0.155
O -0.051 1.773 -0.461
H -1.099 0.066 -2.203
H -2.417 0.937 -1.392
H -2.110 -0.772 -0.998
H -2.273 1.398 1.108
H -0.754 1.107 1.959
H -1.782 -0.270 1.471
*
```